The following is a quantum chemistry calculation of F12InNO3P2 as an isolated structure at a distorted geometry, from the Open Molecules 2025 dataset.

Last column: natural (NBO) charge in e.
CARTESIAN COORDINATES (ANGSTROEM)
In: 0.73155 -0.30736 -0.21591  1.67
N: 2.31911 -3.72223 1.49896  0.70
O: 1.89365 -2.56115 1.29151  -0.30
O: 1.65857 -4.50785 2.10728  -0.17
O: 3.39480 -3.99639 0.99670  -0.24
P: -2.64298 -1.18196 -0.62729  2.60
F: -2.04021 0.34978 -0.52192  -0.58
F: -3.54407 -0.79825 -1.87116  -0.56
F: -1.39228 -1.50818 -1.62718  -0.59
F: -3.12759 -2.68441 -0.68339  -0.55
F: -1.50663 -1.57714 0.57852  -0.59
F: -3.71376 -0.75611 0.46092  -0.55
P: 1.15576 3.37685 -0.19051  2.60
F: -0.13866 2.34601 -0.09070  -0.59
F: 0.23298 4.67300 -0.21483  -0.56
F: 1.19365 3.36698 1.40948  -0.57
F: 2.48664 4.23820 -0.21588  -0.55
F: 2.02869 1.94135 -0.28854  -0.60
F: 1.01078 3.30886 -1.79605  -0.57

Forces on atoms 1 to 3 (eV/Å):
-1.7458 1.1518 0.0378
1.5870 -0.6305 -1.5050
-1.7747 1.0494 0.6671

Its energy is -2351.744576 a.u. The HOMO energy comes out at -12.539 eV. For the energy above the lowest of the compared OMol25 structures with the same formula, charge and spin, the calculation gives 1.9 kcal/mol. As for the multiplicity: 1. The frontier orbital gap comes out at 3.78 eV.